Density functional theory data (ωB97M-V/def2-TZVPD) for one molecule with the formula C5H6O2S at a distorted geometry.

The geometry in ORCA input format:
```
! RIJCOSX wB97M-V def2-TZVPD def2/J DEFGRID3
* xyz 0 1
S 1.95291 -1.62246 1.05825
O -0.41479 0.96223 1.31093
O 1.68126 0.64250 -0.51256
C 1.20990 -0.58490 -0.03899
C -0.93261 -0.25199 0.97422
C -0.50266 0.24539 -1.32447
C 0.60219 1.13010 -1.48602
C -0.22018 -0.72917 -0.24647
H -2.13729 -0.39655 0.87134
H 0.37562 0.80797 2.01815
H -0.37614 -1.78717 -0.54443
H -0.81632 -0.95461 1.89447
H -1.43034 0.66606 -1.81005
H 1.00844 1.87259 -2.16436
*
```

Its structure (SMILES) is OC[C@H]1C=COC1=S. The LUMO energy is -0.13 eV. As for the HOMO-LUMO gap: 8.76 eV. The electronic energy is -742.66892 Eh.

***

Density functional theory data (ωB97M-V/def2-TZVPD) for one molecule with the formula C3HN3O at a distorted geometry.

The geometry in ORCA input format:
```
! RIJCOSX wB97M-V def2-TZVPD def2/J DEFGRID3
* xyz 0 1
O 0.26036 -1.80610 -0.05953
N -2.30072 2.00493 -0.01928
N -0.79129 -1.09444 -0.02293
N 1.42245 -1.19133 0.04594
C 1.26122 0.07769 0.12728
C -1.44928 1.21363 0.00482
C -0.53635 0.15861 -0.00792
H 2.13360 0.63701 -0.06839
*
```

Its structure (SMILES) is N#Cc1cnon1. The LUMO energy is -0.16 eV. As for the HOMO-LUMO gap: 11.03 eV. The electronic energy is -354.26143 Eh.

***

Density functional theory data (ωB97M-V/def2-TZVPD) for one molecule with the formula C3H5NS at a distorted geometry.

The geometry in ORCA input format:
```
! RIJCOSX wB97M-V def2-TZVPD def2/J DEFGRID3
* xyz 0 1
S -2.55872 -0.31665 0.00937
N -0.05882 0.39661 -0.38985
C 1.30423 0.11720 0.16725
C -1.30899 0.86151 -0.20887
C 0.37715 -1.04658 -0.15761
H 0.74777 -1.80232 -1.04099
H 1.33575 0.43231 1.24401
H -0.27712 -1.33711 0.66409
H -1.73573 2.01305 -0.02988
H 2.17446 0.68199 -0.25751
*
```

Its structure (SMILES) is S=CN1CC1. The LUMO energy is 0.34 eV. As for the HOMO-LUMO gap: 8.60 eV. The electronic energy is -570.11784 Eh.

***

Density functional theory data (ωB97M-V/def2-TZVPD) for an isolated ion of composition CH3NO2P and charge -1 at a distorted geometry.

The geometry in ORCA input format:
```
! RIJCOSX wB97M-V def2-TZVPD def2/J DEFGRID3
* xyz -1 1
P -0.10888 0.17581 -0.59958
O -0.50033 -1.53778 1.97740
O 0.10466 0.31004 3.15520
N -0.53771 0.54290 0.89930
C -0.23566 -0.40940 2.29222
H 1.18360 -0.40727 -0.35714
H -0.46580 1.52650 1.13139
H -0.73754 -1.08906 -0.93657
*
```

Its structure (SMILES) is O=C([O-])NP. The LUMO energy is 4.49 eV. As for the HOMO-LUMO gap: 8.23 eV. The electronic energy is -586.54199 Eh.

***

Density functional theory data (ωB97M-V/def2-TZVPD) for C8H16ClNiO6 as an isolated structure at a distorted geometry.

The geometry in ORCA input format:
```
! RIJCOSX wB97M-V def2-TZVPD def2/J DEFGRID3
* xyz 1 3
Ni -9.97347 -12.74275 -25.06210
Cl -11.50658 -11.67841 -22.34066
O -11.72722 -13.90591 -15.12682
O -18.41587 -10.96478 -22.39921
O -20.15123 -9.76971 -21.49555
O -13.63445 -14.71837 -14.12623
O -11.55299 -15.73887 -13.91562
O -20.25982 -11.93828 -22.29154
C -19.64362 -10.79878 -21.94257
C -12.43100 -14.77732 -14.34405
C -17.36702 -10.03500 -22.13168
C -21.65843 -11.94487 -22.31618
C -22.24049 -11.73893 -20.89310
C -11.95867 -16.70916 -12.96536
C -12.41768 -12.93091 -15.92598
C -11.37984 -11.87480 -16.46100
H -11.39354 -11.09484 -15.69972
H -12.25486 -16.24153 -12.02638
H -23.22518 -12.20553 -20.92089
H -13.10293 -12.37803 -15.28345
H -11.22194 -17.47645 -12.72746
H -11.64379 -11.46222 -17.43476
H -22.10230 -11.32598 -23.09597
H -12.78246 -17.34814 -13.28344
H -16.40329 -10.34356 -22.53682
H -21.85326 -12.94369 -22.70669
H -21.69147 -12.37291 -20.19686
H -17.71847 -9.01647 -22.29645
H -22.26999 -10.70323 -20.55461
H -17.09627 -9.88403 -21.08668
H -10.36736 -12.27665 -16.42256
H -12.92005 -13.43825 -16.74959
*
```

The LUMO energy (alpha / beta) is -7.81 / -9.19 eV. Its expectation value of S² is 2.014. As for the HOMO-LUMO gap (alpha / beta): 4.28 / 2.90 eV. The electronic energy is -2733.88168 Eh.

***

Density functional theory data (ωB97M-V/def2-TZVPD) for one molecule with the formula C6H9NO2 at a distorted geometry.

The geometry in ORCA input format:
```
! RIJCOSX wB97M-V def2-TZVPD def2/J DEFGRID3
* xyz 0 1
O 1.40386 -1.30985 0.04986
O 2.83726 0.03143 -1.22989
N 0.58807 -0.27066 -0.27452
C -1.09640 1.15929 -0.88157
C -0.66607 -0.21119 -0.41997
C -2.94998 -0.87955 0.06564
C 2.30365 -0.14514 -0.17836
C -1.66997 -1.20727 -0.09302
C 2.70119 0.41642 1.15657
H 1.88303 0.91881 1.66297
H -1.47988 1.74987 -0.05151
H -1.32027 -2.21228 0.08045
H -3.69246 -1.60322 0.35498
H -1.86632 1.07977 -1.63990
H -3.30403 0.13035 -0.07918
H 3.03043 -0.42075 1.77359
H -0.23523 1.67604 -1.29921
H 3.53315 1.09793 1.00305
*
```

The LUMO energy is 0.28 eV. As for the HOMO-LUMO gap: 9.74 eV. The electronic energy is -439.13422 Eh.

***

Density functional theory data (ωB97M-V/def2-TZVPD) for one molecule with the formula C2H5OPS at a distorted geometry.

The geometry in ORCA input format:
```
! RIJCOSX wB97M-V def2-TZVPD def2/J DEFGRID3
* xyz 0 1
S 0.08369 -0.87590 0.45326
P -2.92112 -0.22368 0.10287
O -0.82458 1.55485 0.25723
C -1.02967 0.37058 0.13386
C 1.73896 -0.01541 0.51252
H -2.65846 -1.51494 -0.24455
H 2.42891 -0.49624 -0.21555
H 2.25514 -0.25689 1.40300
H -3.06345 0.18225 -1.22687
H 1.24664 0.92182 0.21759
*
```

Its structure (SMILES) is CSC(=O)P. The LUMO energy is 0.64 eV. As for the HOMO-LUMO gap: 10.16 eV. The electronic energy is -893.93224 Eh.

***

Density functional theory data (ωB97M-V/def2-TZVPD) for a 2-piece molecular cluster, C2H9NS overall at a distorted geometry.

The geometry in ORCA input format:
```
! RIJCOSX wB97M-V def2-TZVPD def2/J DEFGRID3
* xyz 0 1
S 0.56976 0.64996 -0.47533
N -2.35149 -0.04124 2.14821
C -0.54592 -0.73531 -0.90998
C 2.17904 -0.26740 -0.49508
H -1.98869 -0.22072 1.22347
H -0.84671 -0.70913 -1.95714
H -0.01284 -1.66308 -0.67377
H 2.89607 0.53764 -0.34346
H -2.57082 0.92464 2.33852
H 2.40718 -0.83476 -1.39389
H -1.50136 -0.84946 -0.38281
H -3.23389 -0.55082 2.15062
H 2.11537 -1.04603 0.26836
*
```

Its structure (SMILES) is CSC.N. The LUMO energy is 0.97 eV. As for the HOMO-LUMO gap: 9.61 eV. The electronic energy is -534.51235 Eh.

***

Density functional theory data (ωB97M-V/def2-TZVPD) for one molecule with the formula C2H4F2 at a distorted geometry.

The geometry in ORCA input format:
```
! RIJCOSX wB97M-V def2-TZVPD def2/J DEFGRID3
* xyz 0 1
F 1.60526 -0.27296 0.56872
F 0.82563 -1.06057 -1.32550
C 0.76765 -0.04414 -0.44650
C -0.82411 0.04022 0.37413
H 0.97383 1.01547 -0.87386
H -1.55398 0.51321 -0.12703
H -0.61524 0.74168 1.26721
H -1.17904 -0.93291 0.56283
*
```

Its structure (SMILES) is CC(F)F. The LUMO energy is 1.15 eV. As for the HOMO-LUMO gap: 12.12 eV. The electronic energy is -278.29299 Eh.